1.
12
Properties=species:S:1:pos:R:3:forces:R:3 method="wB97M-V/def2-TZVPD" e_tot_ev=-78809.5118 homo_ev=-14.2350 orbital_gap_ev=9.50 relative_energy_kcal_mol=21.6 lumo_ev=-4.731 total_charge=+1
C -0.726763 1.276841 0.574657 -0.1 -3.6 -2.4
C 1.668635 -0.124943 -0.947082 0.7 2.5 -2.3
C -1.753280 0.177368 0.761485 -2.3 1.3 -0.4
N 0.942114 -1.101531 -0.634844 2.0 -1.6 2.9
O -1.588441 1.572913 1.412377 -0.8 1.6 2.4
O 0.278378 1.459384 -0.017272 0.9 2.0 0.3
Br -1.390007 -1.269433 1.884400 0.0 -0.2 0.2
H 2.530039 0.382265 -0.501865 -0.4 -1.1 1.0
H 1.502033 0.373900 -1.916359 -0.4 -0.5 0.4
H -2.843098 0.241227 0.373331 2.2 -0.6 0.2
H 0.226040 -1.359987 -1.271312 -0.8 -0.7 -0.2
H 1.154349 -1.628004 0.282483 -1.0 0.8 -2.0

2.
10
Properties=species:S:1:pos:R:3:forces:R:3 method="wB97M-V/def2-TZVPD" e_tot_ev=-75279.8204 homo_ev=-9.9990 orbital_gap_ev=10.85 relative_energy_kcal_mol=33.7 lumo_ev=0.851 smiles=C[C@H]1O[C@@H]1Br
C 0.653040 -0.019625 0.106054 -0.2 0.1 0.1
C -0.776728 0.385657 0.431816 0.0 -0.6 0.2
O -1.215396 1.608605 -0.065432 -1.3 -2.5 -1.1
C -1.877381 0.038356 -0.509525 1.4 3.4 1.1
Br -3.641475 -0.123863 0.038137 -0.1 -0.2 0.1
H 0.698451 -0.692772 -0.744646 0.0 0.0 -0.1
H 1.113247 -0.506337 0.959851 0.1 -0.1 0.1
H 1.213615 0.880271 -0.132104 0.1 0.1 0.0
H -1.033287 0.227745 1.484685 0.0 0.0 -0.1
H -1.701593 -0.042621 -1.566525 0.1 -0.2 -0.1

3.
10
Properties=species:S:1:pos:R:3:forces:R:3 method="wB97M-V/def2-TZVPD" e_tot_ev=-75279.2726 homo_ev=-8.8076 orbital_gap_ev=9.28 relative_energy_kcal_mol=46.3 lumo_ev=0.469
C 0.543005 1.349515 -0.053093 -0.5 -2.1 0.1
C 1.768699 -0.380991 0.313203 -1.0 1.3 -0.3
C -0.876352 0.641608 -0.057206 0.9 -0.2 -1.6
O 0.815186 2.480989 -0.284900 0.2 -2.0 0.6
Br 3.643146 -0.012150 0.038131 -0.3 0.1 0.1
H 1.616880 -0.632084 1.410504 0.0 0.3 -1.6
H 1.513007 -1.225294 -0.424728 0.0 1.5 1.3
H -1.303895 0.827403 -1.130861 1.2 -1.2 1.4
H -1.668094 1.174232 0.436927 0.1 0.4 1.1
H -0.750753 -0.446017 0.325478 -0.5 2.0 -1.1

4.
10
Properties=species:S:1:pos:R:3:forces:R:3 method="wB97M-V/def2-TZVPD" e_tot_ev=-75275.1438 homo_ev="-6.9116 / -10.5798" orbital_gap_ev="7.75 / 8.96" relative_energy_kcal_mol=48.5 lumo_ev="0.841 / -1.624" spin_multiplicity=3
C 0.912573 1.639070 0.656676 0.0 0.8 1.4
C 1.330771 0.448747 -0.061930 1.0 2.0 0.8
C -0.396299 -1.042463 -0.760855 -1.2 -2.3 -3.1
O 0.907764 1.559396 -0.766853 1.0 -1.4 -0.6
Br 3.076336 -0.397937 0.013320 -0.5 0.5 -0.4
H -0.076012 1.731261 1.116681 0.2 -0.3 -0.1
H 1.654505 2.344799 1.073348 -0.3 -0.5 -0.3
H -1.215742 -0.471393 -0.298387 0.5 0.2 -1.0
H -0.168887 -1.920427 -0.153074 0.4 0.2 -0.3
H -0.120505 -1.161195 -1.971709 -1.1 0.7 3.7